Record 1
The following is a DFT calculation (ωB97M-V/def2-TZVPD) of C38H55NO3SSeW as an isolated structure in a non-equilibrium geometry.

Geometry as XYZ:
```
100
Properties=species:S:1:pos:R:3:forces:R:3
W 0.156 -0.302 -1.921 2.377 -0.655 1.468
C 2.281 -1.211 4.643 0.309 -0.475 0.022
C 3.036 -0.032 4.067 0.602 0.831 0.451
C 2.376 1.278 4.588 0.151 -0.159 0.246
C 4.492 -0.136 4.529 0.414 -0.139 -0.396
C 2.902 0.015 2.590 -0.472 -0.266 -1.800
C 1.581 -0.082 2.111 1.125 -0.320 0.680
C 1.303 0.012 0.772 0.830 0.579 0.527
N 0.115 0.091 0.150 -1.477 -0.380 -0.998
C -1.211 0.132 0.736 1.696 0.196 0.177
C -1.610 0.488 2.016 0.416 -0.044 -0.126
C -2.961 0.437 2.358 0.275 -0.231 0.690
C -3.855 0.098 1.357 -0.678 0.146 -0.889
C -3.510 -0.152 0.007 0.216 -0.103 0.865
C -2.140 -0.165 -0.221 -1.425 -0.265 -0.402
O -1.565 -0.444 -1.445 -1.518 0.118 -0.045
C -4.532 -0.346 -1.106 0.260 0.203 -0.365
C -4.286 0.815 -2.132 0.246 -0.366 0.257
C -5.935 -0.277 -0.555 -0.581 0.189 0.436
C -4.378 -1.734 -1.796 -0.507 1.039 -0.425
C -3.357 0.568 3.869 1.077 0.832 0.120
C -2.770 1.903 4.446 0.639 -0.489 -0.469
C -4.860 0.525 4.102 0.723 -0.914 -0.178
C -2.630 -0.643 4.548 0.305 1.775 0.398
C 2.422 0.142 -0.147 -0.230 -0.035 1.739
O 2.076 0.150 -1.367 -0.909 0.317 -2.188
C 3.761 0.234 0.272 0.324 -0.266 0.740
C 3.992 0.148 1.640 -1.064 0.122 -0.567
C 4.835 0.344 -0.799 -0.276 0.323 -0.339
C 4.542 1.607 -1.675 0.473 -0.391 -0.080
C 6.237 0.441 -0.202 -0.086 0.264 0.406
C 4.780 -0.896 -1.699 -0.762 -0.438 -0.098
H 2.415 -1.158 5.715 -0.137 -0.199 0.330
H 2.759 -2.130 4.279 -0.453 0.015 0.146
H 1.212 -1.189 4.425 0.144 -0.232 0.144
H 2.471 1.390 5.666 0.173 -0.265 0.117
H 1.309 1.273 4.377 -0.091 0.053 -0.131
H 2.818 2.164 4.152 0.113 0.207 -0.260
H 4.496 -0.107 5.609 0.172 -0.086 0.315
H 5.138 0.676 4.181 -0.264 0.122 0.024
H 4.990 -1.070 4.195 -0.455 0.328 0.223
H 0.880 -0.359 2.870 -0.703 0.329 -0.285
H -0.872 0.788 2.736 0.102 0.008 0.141
H -4.906 0.089 1.605 0.032 -0.066 -0.001
H -4.219 1.775 -1.627 -0.218 0.133 0.302
H -5.088 0.892 -2.859 -0.129 -0.173 -0.145
H -3.331 0.715 -2.666 -0.274 -0.275 -0.005
H -6.250 0.618 -0.039 0.494 0.686 0.113
H -6.105 -1.056 0.170 -0.050 -0.589 0.150
H -6.684 -0.373 -1.316 -0.226 -0.355 -0.722
H -3.416 -1.787 -2.268 0.469 -0.326 -0.259
H -5.150 -1.840 -2.567 0.173 0.218 -0.036
H -4.536 -2.576 -1.150 0.156 -0.250 0.683
H -3.112 2.784 3.908 -0.264 -0.008 -0.179
H -1.671 1.885 4.317 -0.393 0.112 0.284
H -2.984 2.079 5.506 -0.051 -0.402 -0.180
H -5.388 1.303 3.578 -0.261 0.226 -0.341
H -5.099 0.601 5.151 0.084 0.128 0.416
H -5.165 -0.471 3.794 -0.647 -0.026 -0.184
H -1.542 -0.513 4.415 -0.358 -0.179 0.098
H -2.928 -1.536 4.074 -0.339 -1.244 -0.473
H -2.816 -0.708 5.624 -0.157 0.104 -0.172
H 5.013 0.147 1.960 0.257 0.086 0.393
H 4.127 2.437 -1.111 -0.146 0.086 0.210
H 3.877 1.343 -2.503 0.042 0.091 0.190
H 5.477 1.967 -2.108 0.013 -0.052 -0.062
H 6.330 1.321 0.436 -0.054 0.016 0.157
H 6.938 0.608 -1.008 0.258 -0.240 -0.185
H 6.543 -0.441 0.383 -0.169 0.218 -0.334
H 3.889 -0.952 -2.358 0.367 0.067 0.665
H 4.834 -1.796 -1.079 -0.021 -0.031 -0.181
H 5.605 -0.914 -2.382 0.739 0.077 -0.266
C -1.322 3.662 -4.541 -1.065 0.459 -0.583
C -0.835 3.419 -3.150 0.593 -0.228 -0.158
S 0.711 2.525 -2.853 0.736 1.157 0.406
O 0.491 1.044 -3.344 -0.379 0.029 -0.763
C 1.960 3.358 -3.964 -1.960 -0.131 0.131
C 1.684 3.066 -5.437 1.216 -0.406 0.018
H -2.325 4.142 -4.489 0.654 -0.350 0.016
H -1.385 2.843 -5.248 -0.092 -0.543 0.361
H -0.658 4.363 -4.997 0.118 0.724 -0.316
H -1.522 2.936 -2.487 -0.576 -0.487 0.340
H -0.631 4.387 -2.707 0.238 0.223 0.407
H 2.909 3.036 -3.578 0.449 -0.243 0.009
H 1.784 4.403 -3.624 0.183 -0.412 -0.427
H 1.787 1.988 -5.664 -0.313 0.508 0.231
H 2.466 3.543 -6.022 0.206 0.127 -0.026
H 0.759 3.471 -5.801 -0.227 -0.146 -0.017
Se 1.205 -2.465 -2.041 0.118 0.256 -0.186
C 0.080 -3.955 -2.427 0.042 -0.758 0.683
C 0.359 -5.116 -1.693 0.051 0.462 0.147
C -0.366 -6.273 -1.922 -0.258 -0.607 -0.635
C -1.371 -6.328 -2.901 0.359 1.101 -0.272
C -1.626 -5.160 -3.629 -0.260 -0.203 0.203
C -0.896 -3.986 -3.376 -1.055 -0.173 -1.170
H 1.148 -5.038 -0.954 -0.052 -0.460 0.077
H -0.135 -7.211 -1.440 0.211 0.157 0.425
H -1.913 -7.244 -3.152 0.263 0.316 0.338
H -2.426 -5.175 -4.383 0.542 0.175 0.274
H -1.078 -3.119 -3.994 -0.141 0.140 -0.070
```
Forces are in eV/Å.

The calculation puts the frontier orbital gap (spin up / spin down) at 0.232 / 0.202 hartree. As for the charge: +2. The LUMO energy (spin up / spin down) comes out at -6.5 / -7.9 eV. Its multiplicity is 3. The energy above the lowest of the compared OMol25 structures with the same formula, charge and spin comes out at 0.0 kcal per mole. As for the highest occupied orbital energy (spin up / spin down): -12.863 / -13.447 eV.

Record 2
The following is a DFT calculation (ωB97M-V/def2-TZVPD) of a 5-piece molecular cluster, C38H56BF6N4O6P2S overall in a non-equilibrium geometry.

Geometry as XYZ:
```
114
Properties=species:S:1:pos:R:3:forces:R:3
C 4.370 2.975 0.816 0.452 -6.377 -1.704
C 4.404 1.667 0.660 -1.030 5.735 -0.547
C 4.147 0.119 0.232 0.907 0.372 1.611
C 2.558 -0.284 0.235 0.170 3.156 0.323
P 2.318 -0.854 2.017 -0.886 -1.679 2.653
O 3.145 -2.373 2.227 -0.796 2.273 -0.632
O 3.070 0.208 3.174 -0.811 -0.900 -2.500
S 0.494 -1.114 2.599 0.200 0.279 -0.368
O 1.826 0.995 0.244 1.434 -1.624 0.850
B 0.610 1.090 -0.619 -0.133 -1.723 1.155
C -0.874 1.093 0.090 -1.222 -0.452 0.932
C -2.113 1.362 -0.912 0.995 -0.448 0.940
O -3.349 1.232 -0.068 -1.509 3.997 -0.391
C -3.782 2.607 0.138 2.023 2.749 1.941
C -5.150 3.194 -0.530 -0.091 -0.781 0.828
O -3.097 3.461 0.819 -2.904 -4.221 -2.880
P 0.674 2.634 -1.760 0.115 1.770 -1.022
C -0.039 4.087 -0.700 -0.112 0.574 0.718
C 2.438 3.204 -2.163 1.296 1.063 -0.947
C 2.732 3.271 -3.784 0.650 -0.934 0.567
O 0.634 -0.278 -1.240 1.775 -1.418 0.082
C 1.891 -1.018 -1.030 -2.108 1.798 -2.425
C 2.658 -0.640 -2.437 0.922 0.862 0.713
C 1.707 -0.706 -3.728 0.747 -0.776 -0.493
F 2.580 -0.427 -4.895 -1.123 -0.354 1.607
C 1.433 -2.547 -1.059 -0.486 -2.274 -1.006
F 1.151 -3.185 0.196 0.497 1.537 -2.345
F 0.184 -2.646 -1.828 2.744 0.052 1.805
C 2.454 -3.557 -1.841 2.678 -2.522 -1.639
C 1.989 -4.476 -3.030 3.732 -0.051 1.570
C 3.052 -5.442 -3.677 1.257 1.536 2.016
C 4.578 -5.533 -3.246 -2.520 2.725 2.189
C 5.046 -4.599 -2.067 -3.456 -0.104 -0.664
C 6.557 -4.524 -1.489 -0.318 1.609 -0.519
F 7.483 -5.374 -2.175 -2.384 1.945 2.244
F 7.013 -3.157 -1.744 -0.734 -3.470 0.909
F 6.597 -4.696 -0.058 0.325 0.130 -3.998
C 3.986 -3.662 -1.387 -1.201 -1.140 -1.912
H 4.405 4.120 0.650 -0.036 -2.770 0.693
H 4.619 -0.498 1.106 -0.515 1.017 -1.658
H 4.719 -0.193 -0.709 -0.890 0.900 1.214
H 2.438 -3.041 2.434 0.555 1.107 0.033
H 2.484 1.012 3.251 0.635 -1.217 -0.369
H -0.920 1.766 1.045 -0.249 -0.879 -1.890
H -1.040 0.009 0.494 0.231 1.915 -0.720
H -2.220 0.524 -1.709 0.354 1.657 1.330
H -2.160 2.419 -1.354 0.456 -1.790 0.238
H -5.435 4.202 -0.025 0.819 -1.892 -0.744
H -5.049 3.394 -1.659 -0.028 -0.728 1.747
H -5.984 2.428 -0.276 1.284 1.276 -0.832
H 0.649 5.020 -0.721 -1.057 -1.556 -0.205
H -1.080 4.397 -1.127 1.868 -0.546 0.951
H -0.131 3.788 0.418 -0.088 0.520 -1.935
H 3.281 2.558 -1.726 -1.430 0.979 -0.271
H 2.597 4.298 -1.789 -0.319 -2.006 -0.338
H 3.195 4.287 -4.058 -0.954 -1.466 0.182
H 3.542 2.467 -4.026 -1.408 1.368 0.249
H 1.797 2.992 -4.390 1.398 0.757 0.859
H 3.670 -1.200 -2.553 -1.896 0.685 -0.248
H 2.964 0.481 -2.313 -0.676 -1.933 -0.145
H 0.878 0.087 -3.767 1.389 -1.258 0.403
H 1.303 -1.783 -3.923 0.606 2.050 0.438
H 0.893 -4.462 -3.408 2.245 -0.010 0.785
H 2.709 -6.143 -4.526 0.620 1.354 1.562
H 5.338 -6.242 -3.741 -1.558 1.290 0.811
H 4.298 -2.960 -0.511 -0.466 -1.507 -1.679
C -2.143 -1.027 -4.542 0.009 -0.081 0.027
C -3.106 -0.666 -5.668 0.054 -0.299 0.242
C -2.853 0.730 -6.243 -0.247 0.442 0.780
C -3.025 1.767 -5.165 -0.362 2.996 2.698
N -3.160 2.590 -4.308 0.469 -3.599 -3.695
H -2.249 -0.353 -3.688 0.073 -0.023 -0.130
H -2.342 -2.040 -4.182 0.063 0.090 -0.024
H -1.104 -0.986 -4.887 -0.090 0.010 0.077
H -4.133 -0.730 -5.291 0.066 0.077 -0.134
H -3.011 -1.405 -6.469 -0.052 0.153 -0.048
H -3.558 0.936 -7.054 0.079 0.156 0.130
H -1.839 0.799 -6.649 -0.071 0.105 0.139
C -4.923 0.735 5.234 -0.120 -0.029 0.019
C -3.482 1.191 5.428 -0.258 0.001 0.240
C -2.577 0.819 4.253 -0.035 -0.872 0.115
C -2.543 -0.676 4.080 0.271 -4.509 -0.777
N -2.519 -1.870 3.941 -0.270 5.669 0.769
H -4.997 -0.355 5.165 0.092 0.059 -0.040
H -5.539 1.048 6.082 0.015 0.038 -0.103
H -5.352 1.167 4.324 0.055 -0.024 0.131
H -3.093 0.750 6.353 0.077 0.024 -0.120
H -3.468 2.277 5.559 0.066 -0.128 -0.112
H -1.560 1.179 4.433 -0.027 -0.211 -0.169
H -2.941 1.278 3.329 0.080 -0.143 -0.004
C -3.888 7.459 4.661 0.044 0.071 0.061
C -3.797 7.056 3.193 0.255 0.156 0.224
C -4.960 6.167 2.747 0.268 -0.731 0.465
C -4.969 4.895 3.553 -0.225 -3.508 1.906
N -4.974 3.885 4.191 0.000 4.503 -2.726
H -3.839 6.589 5.322 -0.064 0.040 -0.089
H -3.055 8.115 4.927 -0.104 -0.029 -0.019
H -4.821 7.994 4.864 0.076 -0.046 0.024
H -2.848 6.537 3.026 -0.180 0.004 -0.116
H -3.782 7.961 2.577 -0.056 -0.148 -0.057
H -4.856 5.918 1.687 -0.011 -0.183 0.170
H -5.914 6.685 2.882 0.041 -0.155 0.084
C 2.228 -7.862 3.737 0.018 -0.104 0.067
C 1.274 -7.481 2.609 0.039 -0.251 0.237
C 1.543 -6.084 2.047 -0.333 0.431 0.711
C 1.374 -5.054 3.134 -0.433 2.888 2.669
N 1.239 -4.236 3.998 0.672 -3.712 -3.695
H 2.123 -7.194 4.596 0.028 0.012 -0.124
H 2.017 -8.876 4.086 0.060 0.069 -0.045
H 3.268 -7.827 3.398 -0.081 0.006 0.059
H 0.245 -7.540 2.980 0.079 0.076 -0.137
H 1.367 -8.215 1.802 -0.043 0.154 -0.031
H 0.845 -5.864 1.235 0.104 0.196 0.134
H 2.559 -6.020 1.647 -0.077 0.123 0.096
```
Forces are in eV/Å.

The calculation puts the frontier orbital gap at 0.207 hartree. As for the charge: -1. The LUMO energy comes out at 1.4 eV. As for the highest occupied orbital energy: -4.195 eV.

What is the charge in the first record? +2

Among the records above, which one has the lowest charge? C38H56BF6N4O6P2S